Entry from the Open Molecules 2025 dataset: one molecule with the formula C21H32N6S (wB97M-V/def2-TZVPD).

The geometry in XYZ format:
```
60
Properties=species:S:1:pos:R:3:mulliken_charge:R:1
C -7.635 0.146 2.151 -1.30
H -8.295 0.200 1.290 0.34
H -8.168 -0.320 2.975 0.42
H -7.367 1.156 2.449 0.33
C -6.404 -0.683 1.803 -0.50
N -5.802 -0.264 0.549 0.00
C -4.897 -1.264 0.013 -0.63
H -5.430 -2.214 -0.066 0.53
C -4.422 -0.828 -1.377 -1.06
N -3.746 0.444 -1.293 0.03
C -2.399 0.591 -1.142 0.93
N -1.978 1.745 -0.658 -0.29
C -0.662 1.980 -0.554 -1.30
C -0.247 3.234 -0.054 -0.82
C 1.078 3.522 0.097 -0.74
C 2.063 2.573 -0.243 0.33
C 1.684 1.356 -0.768 -0.60
C 0.328 1.031 -0.924 1.02
C -0.134 -0.208 -1.458 0.71
C -1.478 -0.412 -1.563 -0.24
H -1.836 -1.340 -1.980 0.16
C 0.838 -1.259 -1.899 -1.88
H 1.488 -0.871 -2.682 0.43
H 0.312 -2.128 -2.286 0.33
H 1.464 -1.577 -1.065 0.29
H 2.437 0.657 -1.100 0.92
N 3.407 2.930 -0.075 -0.14
C 4.464 2.158 0.300 0.19
N 4.204 0.937 0.805 -0.07
H 3.237 0.665 0.903 0.38
C 5.207 -0.047 1.115 -1.22
C 5.188 -1.191 0.093 -0.27
N 6.331 -2.070 0.243 -0.06
C 6.239 -2.904 1.422 -0.93
H 5.350 -3.557 1.411 0.31
H 6.204 -2.281 2.312 0.29
H 7.127 -3.531 1.480 0.37
C 6.550 -2.868 -0.945 -1.03
H 6.700 -2.208 -1.798 0.31
H 7.450 -3.464 -0.809 0.37
H 5.710 -3.548 -1.166 0.34
H 4.230 -1.744 0.171 0.24
H 5.240 -0.743 -0.903 0.39
H 6.182 0.443 1.081 0.32
H 5.029 -0.422 2.126 0.32
S 5.986 2.795 0.188 -0.47
H 3.640 3.904 -0.213 0.29
H 1.392 4.482 0.481 0.42
H -1.010 3.951 0.204 0.48
C -4.626 1.447 -0.734 -1.09
H -4.076 2.384 -0.665 0.48
C -5.116 1.014 0.648 -0.47
H -5.813 1.760 1.030 0.37
H -4.251 0.956 1.333 0.34
H -5.483 1.558 -1.404 0.35
H -3.782 -1.595 -1.809 0.41
H -5.297 -0.700 -2.022 0.39
H -4.014 -1.411 0.665 0.27
H -5.678 -0.643 2.635 0.32
H -6.712 -1.725 1.680 0.41
```

SMILES string   CCN1CCN(c2cc(C)c3cc(NC(=S)NCCN(C)C)ccc3n2)CC1
LUMO level   0.3 eV
Largest force on an atom   0.8 eV/Å
Energy relative to the best compared isomer or geometry (same formula, charge and spin)   0.019 eV
Total energy   -1546.15366 a.u.
Total charge   0